This record from the OMol25 dataset describes a molecular structure, C28H41N5NiO2P. The level of theory is ωB97M-V with the def2-TZVPD basis set.

Last column: Mulliken spin population.
Geometry (Å):
Ni1 -0.525 -0.181 -0.011  1.653
P1 -0.365 1.912 -1.437  0.004
O1 1.420 -0.998 -0.634  0.041
O2 0.563 0.440 1.620  0.064
N1 -1.540 -1.810 -1.111  0.040
N2 -0.490 -1.793 1.288  0.073
N3 0.229 -1.697 2.448  0.005
N4 -2.356 0.390 0.954  0.072
N5 -2.338 0.338 2.382  -0.003
C1 -2.625 -3.898 -0.699  0.000
C2 1.575 -0.101 -4.425  0.000
C3 1.428 2.534 -3.572  0.000
C4 -2.683 1.426 -2.837  0.003
C5 1.568 -0.132 3.688  0.003
C6 -1.337 -3.988 1.992  0.008
C7 -3.123 -3.915 -1.991  -0.001
C8 -0.268 3.371 0.928  0.007
C9 0.480 3.247 -0.415  0.003
C10 -1.901 2.620 -2.284  0.007
C11 3.129 0.575 5.877  0.000
C12 0.739 -0.478 2.502  0.012
C13 -1.187 -2.837 1.051  0.003
C14 2.251 1.081 3.699  0.001
C15 -1.573 3.535 -3.466  0.001
C16 -2.815 3.383 -1.318  0.002
C17 2.277 0.882 -5.102  0.000
C18 1.666 -0.989 4.782  0.003
C19 3.035 1.433 4.789  0.000
C20 0.562 4.647 -1.029  0.000
C21 2.443 -0.633 5.872  0.000
C22 2.202 2.201 -4.672  0.000
C23 1.907 2.749 -0.140  0.003
C24 -2.793 -2.882 -2.850  -0.001
C25 0.809 0.235 -3.314  0.012
C26 -1.821 -2.845 -0.289  0.000
C27 0.722 1.553 -2.864  0.001
C28 -2.005 -1.854 -2.362  -0.001
H1 -2.979 0.726 -2.051  0.001
H2 1.125 -1.925 4.767  -0.001
H3 0.265 4.093 1.554  0.000
H4 2.881 0.625 -5.963  0.000
H5 2.065 -0.280 -0.696  -0.005
H6 3.567 2.376 4.793  0.000
H7 -1.040 3.006 -4.255  0.000
H8 -2.099 0.890 -3.588  -0.001
H9 1.761 -1.593 0.048  -0.003
H10 -1.446 0.710 2.687  0.002
H11 -2.382 4.324 -0.986  0.000
H12 -2.579 1.315 0.601  -0.011
H13 -0.992 4.412 -3.185  0.000
H14 0.295 -0.550 -2.781  0.005
H15 1.899 1.806 0.408  -0.001
H16 1.627 -1.132 -4.749  0.000
H17 2.159 1.745 2.850  0.003
H18 -1.284 3.747 0.806  0.000
H19 -2.518 3.890 -3.888  0.000
H20 -3.752 -4.731 -2.323  0.000
H21 -0.285 2.430 1.468  -0.005
H22 1.258 4.706 -1.864  -0.001
H23 -0.696 -3.831 2.853  0.000
H24 -1.069 -4.930 1.509  0.000
H25 0.938 5.325 -0.258  0.000
H26 2.513 -1.297 6.724  0.000
H27 2.416 3.483 0.491  0.000
H28 2.490 2.641 -1.057  0.000
H29 -3.075 -0.246 0.630  -0.002
H30 -3.746 3.617 -1.842  0.000
H31 -3.094 2.811 -0.432  0.000
H32 2.744 2.977 -5.198  0.000
H33 -3.593 1.787 -3.325  0.000
H34 1.371 3.571 -3.277  0.000
H35 -1.737 -1.030 -3.004  0.003
H36 3.737 0.849 6.730  0.000
H37 -2.844 -4.703 -0.010  0.000
H38 -3.135 -2.861 -3.877  0.000
H39 -2.370 -4.075 2.340  0.000
H40 -3.084 0.908 2.762  0.002
H41 -0.402 5.035 -1.350  0.001

Summary:
- Total charge: +1
- E_tot: -3365.326882 Ha
- 2S+1: 3
- F_max: 0.7 eV/A
- <S²>: 2.01
- HOMO-LUMO gap (alpha / beta): 7.7312 / 7.7356 eV
- E_HOMO (alpha / beta): -0.3923 / -0.3919 Eh

This record from the OMol25 dataset describes a molecular structure, C28H42AsNO4S5SeSi3V at a distorted geometry. The level of theory is ωB97M-V with the def2-TZVPD basis set.

Last column: Löwdin charge in e.
Geometry (Å):
Se1 0.748 -0.159 1.346  0.983
As1 -1.385 0.027 -1.532  0.850
V1 0.801 0.391 -0.841  -0.197
S1 3.040 -4.098 -0.167  0.673
S2 1.795 1.101 -2.770  0.774
S3 2.937 3.728 -3.755  1.026
S4 0.606 2.551 -0.367  0.687
S5 1.758 5.163 -1.434  1.021
Si1 -3.101 1.821 -1.552  0.466
Si2 -1.277 -0.855 -3.860  0.465
Si3 -2.378 -1.736 -0.078  0.464
O1 3.393 6.251 -3.185  0.007
O2 1.379 -1.059 -1.337  -0.354
O3 3.601 -5.125 -0.972  -0.248
O4 2.439 -4.419 1.091  -0.269
N1 1.893 -3.214 -1.010  0.064
C1 1.410 -0.083 5.408  0.006
C2 5.413 -2.637 0.625  -0.011
C3 -0.737 2.457 2.721  -0.086
C4 5.994 -1.378 0.752  -0.037
C5 1.444 3.443 -1.561  -1.045
C6 -4.741 0.823 -1.554  -0.195
C7 1.454 -0.380 4.057  -0.289
C8 -0.834 0.561 -5.083  -0.211
C9 0.739 0.440 3.166  -0.396
C10 2.181 -1.968 -0.954  -0.500
C11 1.984 2.786 -2.626  -1.062
C12 5.318 -0.238 0.337  -0.041
C13 3.486 -1.581 -0.367  -0.157
C14 -3.023 -1.527 -4.315  -0.190
C15 4.056 -0.322 -0.235  -0.017
C16 0.000 1.534 3.632  -0.275
C17 -1.111 -3.142 0.163  -0.209
C18 -0.023 1.779 4.995  -0.002
C19 2.252 -1.549 3.565  -0.073
C20 0.050 -2.225 -3.858  -0.195
C21 0.591 1.291 7.358  -0.036
C22 2.818 5.266 -2.859  -0.983
C23 0.669 0.986 5.900  -0.247
C24 -2.958 2.955 -0.019  -0.201
C25 4.158 -2.710 0.074  -0.189
C26 -2.675 -0.734 1.541  -0.219
C27 -2.773 2.801 -3.169  -0.193
C28 -4.043 -2.530 -0.634  -0.186
H1 1.963 -0.707 6.095  0.123
H2 5.780 0.731 0.454  0.116
H3 -3.488 -2.029 -3.472  -0.012
H4 2.970 -1.233 2.802  0.069
H5 -0.083 -2.911 -4.689  0.042
H6 -3.160 2.277 -4.039  0.021
H7 -4.214 -2.485 -1.703  -0.007
H8 -4.674 0.009 -2.273  0.009
H9 2.798 -2.011 4.382  0.089
H10 -4.921 0.390 -0.575  0.016
H11 -3.564 3.847 -0.143  0.039
H12 -0.610 2.609 5.362  0.129
H13 -1.716 1.041 -5.496  0.022
H14 -3.726 -0.548 1.746  0.032
H15 5.929 -3.530 0.940  0.129
H16 -1.494 -3.890 0.852  0.045
H17 -1.680 2.760 3.169  0.095
H18 -5.596 1.440 -1.807  0.037
H19 -0.928 1.977 1.760  -0.021
H20 3.558 0.581 -0.584  0.086
H21 -0.395 1.023 7.739  0.093
H22 -1.702 2.943 -3.307  0.017
H23 -2.176 0.234 1.474  -0.034
H24 0.726 2.357 7.526  0.087
H25 -3.233 3.785 -3.145  0.035
H26 -4.891 -2.062 -0.147  0.024
H27 -4.047 -3.577 -0.349  0.035
H28 -2.953 -2.243 -5.128  0.036
H29 -3.289 2.460 0.889  0.024
H30 -0.226 1.326 -4.603  -0.025
H31 6.986 -1.286 1.168  0.117
H32 0.046 -2.814 -2.941  0.007
H33 -0.141 3.355 2.542  0.093
H34 -1.932 3.283 0.126  -0.027
H35 1.338 0.739 7.921  0.081
H36 -0.866 -3.651 -0.766  0.026
H37 -2.261 -1.254 2.401  0.035
H38 -0.258 0.175 -5.920  0.038
H39 1.042 -1.789 -3.963  0.025
H40 1.604 -2.308 3.118  0.079
H41 -0.176 -2.777 0.588  -0.024
H42 -3.684 -0.728 -4.641  0.027

Summary:
- Total charge: +1
- E_tot: -9888.371171 Ha
- F_max: 4.2 eV/A
- HOMO-LUMO gap (alpha / beta): 6.9414 / 5.5627 eV
- E_HOMO (alpha / beta): -0.4068 / -0.3989 Eh

This record from the OMol25 dataset describes a molecular structure, C28H42BrN3P2Pd at a distorted geometry. The level of theory is ωB97M-V with the def2-TZVPD basis set.

Last column: Löwdin charge in e.
Geometry (Å):
Pd1 0.002 0.549 0.621  0.251
Br1 6.517 2.608 3.022  0.690
P1 -1.950 -0.785 -0.009  0.875
P2 0.728 1.535 -1.299  0.800
N1 -1.867 2.620 1.952  -0.004
N2 0.197 -5.869 0.147  0.041
N3 -0.840 1.758 2.106  -0.122
C1 0.302 -4.097 1.754  -0.040
C2 -2.023 3.396 3.030  -0.116
C3 -4.494 -0.309 -1.310  -0.157
C4 4.985 1.528 2.604  -0.672
C5 3.802 2.204 2.308  -0.121
C6 -2.510 -3.138 -1.673  -0.151
C7 -0.037 -5.399 1.380  -0.147
C8 1.828 4.128 -1.666  -0.157
C9 -1.062 3.003 3.934  -0.083
C10 -3.400 0.285 -0.422  -0.421
C11 -0.340 1.960 3.341  -0.132
C12 -1.666 -1.876 -1.478  -0.394
C13 2.369 0.893 -1.686  -0.398
C14 -0.356 1.303 -2.723  -0.408
C15 -3.964 -2.422 1.315  -0.156
C16 0.807 3.304 -0.888  -0.408
C17 0.971 -3.268 0.813  -0.250
C18 2.852 1.077 -3.120  -0.155
C19 2.688 1.432 1.972  -0.086
C20 1.144 -3.767 -0.506  -0.036
C21 -0.317 2.373 -3.810  -0.150
C22 2.767 0.042 1.912  -0.255
C23 -2.508 -1.928 1.331  -0.393
C24 0.766 -5.084 -0.778  -0.147
C25 5.079 0.132 2.628  -0.115
C26 1.675 -0.777 1.393  -0.115
C27 3.955 -0.604 2.286  -0.024
C28 1.516 -2.024 1.214  0.029
H1 0.665 2.450 -4.290  0.058
H2 -0.496 -6.077 2.109  0.107
H3 -2.983 1.176 -0.918  0.043
H4 -4.681 -1.596 1.408  0.062
H5 -4.124 -3.089 2.176  0.070
H6 1.648 -3.169 -1.273  0.115
H7 1.008 3.383 0.192  0.053
H8 -4.114 -0.604 -2.294  0.066
H9 -3.586 -2.942 -1.744  0.051
H10 -0.588 3.367 -3.443  0.064
H11 -2.774 4.185 3.061  0.118
H12 -0.082 0.329 -3.148  0.077
H13 -2.342 -3.881 -0.884  0.064
H14 -4.997 -1.171 -0.856  0.053
H15 -1.737 -1.252 -2.380  0.060
H16 2.217 0.575 -3.854  0.062
H17 3.745 3.290 2.342  0.100
H18 3.974 -1.687 2.269  0.116
H19 2.857 3.780 -1.512  0.068
H20 0.947 -5.514 -1.772  0.108
H21 0.498 1.399 3.707  0.103
H22 -1.381 1.195 -2.339  0.042
H23 -0.849 3.420 4.910  0.094
H24 3.856 0.651 -3.219  0.070
H25 -0.611 -2.177 -1.395  0.038
H26 -3.843 0.635 0.525  0.072
H27 -2.400 2.624 1.079  0.146
H28 3.067 1.369 -0.986  0.078
H29 0.138 -3.756 2.780  0.118
H30 -1.813 -2.785 1.340  0.048
H31 2.925 2.131 -3.403  0.056
H32 1.625 4.132 -2.744  0.056
H33 -5.264 0.454 -1.480  0.069
H34 -1.035 2.111 -4.595  0.071
H35 2.346 -0.172 -1.416  0.064
H36 -2.323 -1.379 2.269  0.069
H37 6.026 -0.335 2.910  0.105
H38 -2.221 -3.622 -2.616  0.072
H39 -4.212 -3.006 0.416  0.051
H40 -0.207 3.700 -1.049  0.076
H41 1.776 5.168 -1.317  0.069
H42 1.728 1.907 1.740  0.049

Summary:
- E_tot: -4640.890201 Ha
- Relative energy (zero: lowest compared OMol25 entry of this formula, charge and spin): 0.0 kJ/mol
- F_max: 3.2 eV/A
- HOMO-LUMO gap: 5.4406 eV
- E_HOMO: -0.2053 Eh